The following is a DFT calculation (ωB97M-V with the def2-TZVPD basis set) of a cluster of 2 separate species, C4H8O2 in total at a distorted geometry.

Last column: natural (NBO) charge in e.
Element x y z (Å)
C  -0.731  0.789  -0.393  -0.519
C  -0.862  0.135  0.944  -0.479
C  0.501  -0.517  1.274  -0.084
O  1.661  -0.210  0.524  -0.494
C  1.309  0.007  -0.745  0.448
O  1.010  -1.165  -1.409  -0.619
H  -1.702  0.524  -0.907  0.204
H  -0.770  1.859  -0.185  0.197
H  -0.484  -0.663  -2.120  0.369
H  -1.562  -0.700  0.929  0.207
H  -1.301  0.847  1.685  0.215
H  0.810  -0.155  2.210  0.191
H  0.438  -1.589  1.225  0.190
H  2.193  0.639  -1.006  0.173

Output
HOMO level (alpha / beta): -8.6397 / -9.0459 eV
net charge: 0
molar mass: 88.106 g mol⁻¹
energy above the lowest of the compared OMol25 structures with the same formula, charge and spin: 192.6 kcal per mole
electronic energy: -8364.9294 eV

---

The following is a DFT calculation (ωB97M-V with the def2-TZVPD basis set) of the molecule C2H6N2O at a distorted geometry.

Last column: natural (NBO) charge in e.
Element x y z (Å)
C  0.481  -0.277  -0.497  -0.630
C  -0.518  -0.193  0.641  -0.238
N  -0.521  1.877  2.118  0.258
N  -0.801  1.311  0.846  -0.477
O  -0.865  3.030  2.124  -0.374
H  1.507  -0.256  -0.197  0.225
H  0.421  -1.182  -1.148  0.216
H  0.093  0.556  -1.114  0.211
H  -1.574  -0.642  0.500  0.212
H  -0.013  -0.551  1.656  0.225
H  -1.197  1.898  0.177  0.373

Output
SMILES string: CCNN=O
HOMO level: -9.5205 eV
net charge: 0
molar mass: 74.083 g mol⁻¹
energy above the lowest of the compared OMol25 structures with the same formula, charge and spin: 89.0 kcal per mole
electronic energy: -7195.9274 eV

---

The following is a DFT calculation (ωB97M-V with the def2-TZVPD basis set) of a cluster of 9 separate species, C18H18Cl32O2S in total.

Last column: Mulliken charge in e.
Element x y z (Å)
C  -2.835  4.762  -0.514  -1.269
C  -1.774  3.711  -0.807  -0.008
C  -1.929  2.463  0.055  -0.819
C  -1.032  1.317  -0.396  -0.514
C  -0.876  0.234  0.672  -0.921
C  -0.449  -1.108  0.090  -0.190
C  -0.760  -2.336  0.967  0.334
S  -2.469  -2.914  0.734  0.129
C  -0.432  -2.081  2.437  -1.014
O  1.005  -1.983  2.427  -0.378
C  1.480  -2.806  1.446  0.465
O  2.644  -2.920  1.223  -0.544
C  0.293  -3.429  0.734  -0.595
H  -2.680  5.660  -1.109  0.286
H  -2.806  5.056  0.537  0.322
H  -3.832  4.370  -0.722  0.389
H  -0.782  4.130  -0.626  0.247
H  -1.838  3.421  -1.861  0.154
H  -2.975  2.141  0.069  0.331
H  -1.667  2.715  1.089  0.337
H  -1.432  0.868  -1.309  0.317
H  -0.048  1.735  -0.629  0.299
H  -1.833  0.120  1.194  0.385
H  -0.131  0.563  1.401  0.264
H  0.629  -1.088  -0.098  0.267
H  -0.930  -1.250  -0.878  0.363
H  -3.007  -2.362  1.828  0.012
H  -0.862  -1.194  2.892  0.462
H  -0.728  -2.946  3.036  0.389
H  0.003  -4.313  1.310  0.366
H  0.512  -3.717  -0.288  0.183
C  0.217  -2.519  -3.714  0.215
Cl  0.527  -3.478  -5.161  -0.106
Cl  1.721  -2.272  -2.824  -0.061
Cl  -0.468  -0.958  -4.175  0.012
Cl  -0.938  -3.366  -2.681  -0.030
C  -0.871  1.391  -7.529  0.329
Cl  -1.256  1.751  -5.841  -0.069
Cl  -1.976  0.149  -8.123  -0.090
Cl  -1.045  2.854  -8.496  -0.106
Cl  0.789  0.801  -7.633  -0.088
C  3.954  1.506  2.240  0.127
Cl  3.031  3.011  2.404  -0.130
Cl  4.672  1.446  0.620  -0.106
Cl  5.236  1.464  3.444  0.048
Cl  2.890  0.127  2.457  0.085
C  -6.426  -2.988  2.962  0.351
Cl  -6.014  -4.072  1.632  -0.062
Cl  -4.959  -2.586  3.869  -0.103
Cl  -7.139  -1.509  2.320  -0.096
Cl  -7.572  -3.783  4.041  -0.100
C  -4.261  -4.877  -4.575  0.293
Cl  -3.667  -3.266  -4.974  -0.050
Cl  -4.819  -4.890  -2.897  -0.064
Cl  -5.595  -5.305  -5.646  -0.108
Cl  -2.951  -6.047  -4.763  -0.092
C  6.877  -2.707  2.394  0.283
Cl  7.555  -3.739  1.132  -0.111
Cl  8.190  -2.118  3.432  -0.099
Cl  6.048  -1.338  1.670  0.018
Cl  5.739  -3.639  3.371  -0.098
C  0.226  7.572  -2.345  0.334
Cl  1.953  7.585  -2.708  -0.095
Cl  -0.015  7.187  -0.639  -0.088
Cl  -0.463  9.159  -2.694  -0.101
Cl  -0.574  6.350  -3.339  -0.078
C  6.585  1.257  7.574  0.307
Cl  7.124  0.307  6.187  -0.027
Cl  7.985  1.751  8.530  -0.100
Cl  5.724  2.690  7.004  -0.095
Cl  5.505  0.280  8.571  -0.097

Output
SMILES string: CCCCCC[C@]1(S)COC(=O)C1.ClC(Cl)(Cl)Cl.ClC(Cl)(Cl)Cl.ClC(Cl)(Cl)Cl.ClC(Cl)(Cl)Cl.ClC(Cl)(Cl)Cl.ClC(Cl)(Cl)Cl.ClC(Cl)(Cl)Cl.ClC(Cl)(Cl)Cl
HOMO level: -9.5708 eV
net charge: 0
molar mass: 1432.903 g mol⁻¹
electronic energy: -434604.0458 eV

---

The following is a DFT calculation (ωB97M-V with the def2-TZVPD basis set) of a structure of composition C56H69N3O9ReS2Si2Te2 at a distorted geometry.

Last column: Mulliken charge in e.
Element x y z (Å)
Re  -0.258  -0.310  0.280  1.049
C  1.896  -5.365  4.551  -1.591
C  0.940  -4.334  4.020  1.065
C  1.126  -2.984  4.327  -0.797
C  0.275  -2.017  3.833  -0.638
C  -0.778  -2.402  3.015  -0.362
C  -0.984  -3.729  2.680  -0.534
C  -0.122  -4.692  3.197  -0.795
S  -1.909  -1.189  2.397  0.809
C  -2.777  -1.037  3.968  -1.190
O  -1.067  0.143  2.281  -0.282
H  2.144  -5.167  5.595  0.395
H  2.828  -5.335  3.983  0.236
H  1.483  -6.370  4.476  0.413
H  1.953  -2.696  4.967  0.432
H  0.408  -0.971  4.084  0.609
H  -1.809  -4.011  2.033  0.536
H  -0.291  -5.737  2.968  0.385
H  -2.119  -0.566  4.698  0.353
H  -3.027  -2.052  4.272  0.500
H  -3.685  -0.456  3.819  0.462
C  9.022  3.944  -0.280  -1.612
C  7.731  3.168  -0.351  0.605
C  6.508  3.806  -0.441  -0.866
C  5.305  3.101  -0.495  0.905
C  4.033  3.919  -0.580  -1.009
C  5.328  1.700  -0.477  -0.272
Te  3.503  0.607  -0.386  0.280
N  1.337  -1.327  0.940  0.056
C  1.708  -2.476  0.597  0.604
O  1.085  -3.250  -0.407  -0.306
C  2.927  -3.190  1.065  1.082
C  3.850  -2.507  1.847  0.349
C  5.049  -3.106  2.202  -0.773
C  5.333  -4.399  1.781  -0.801
C  4.400  -5.097  1.025  -0.985
C  3.203  -4.496  0.665  -0.834
C  3.705  -0.615  -2.113  0.356
C  4.112  -1.939  -1.954  -0.041
C  4.216  -2.796  -3.044  -1.130
C  3.911  -2.323  -4.310  -0.957
C  3.471  -1.015  -4.471  -1.038
C  3.345  -0.146  -3.388  0.769
C  2.783  1.237  -3.626  -0.819
C  6.566  1.030  -0.381  1.082
C  6.696  -0.470  -0.331  -1.385
C  7.735  1.779  -0.324  -0.782
H  8.837  5.006  -0.121  0.351
H  9.590  3.834  -1.206  0.314
H  9.651  3.579  0.533  0.378
H  6.475  4.892  -0.466  0.403
H  4.081  4.775  0.097  0.539
H  3.159  3.323  -0.332  -0.884
H  3.894  4.310  -1.592  0.381
H  3.627  -1.496  2.151  -0.043
H  5.770  -2.555  2.793  0.518
H  6.275  -4.864  2.045  0.440
H  4.605  -6.114  0.716  0.499
H  2.490  -5.041  0.060  0.503
H  4.354  -2.312  -0.964  0.560
H  4.541  -3.819  -2.900  0.526
H  4.013  -2.968  -5.174  0.413
H  3.211  -0.659  -5.462  0.421
H  2.779  1.468  -4.691  0.542
H  3.361  2.002  -3.107  -0.015
H  1.753  1.285  -3.263  0.078
H  5.901  -0.921  0.265  -0.267
H  7.659  -0.755  0.094  0.497
H  6.630  -0.899  -1.333  0.352
H  8.683  1.255  -0.242  0.421
C  0.094  -1.299  -1.159  0.541
C  0.259  -2.652  -1.263  0.748
C  -0.448  -3.533  -2.182  0.072
C  -0.839  -3.038  -3.426  -0.191
C  -1.527  -3.860  -4.301  -0.999
C  -1.848  -5.158  -3.924  -0.494
C  -1.496  -5.636  -2.664  -0.879
C  -0.788  -4.827  -1.792  -0.357
H  -0.586  -2.020  -3.700  0.527
H  -1.816  -3.490  -5.276  0.477
H  -2.373  -5.804  -4.616  0.436
H  -1.785  -6.634  -2.362  0.449
H  -0.499  -5.186  -0.812  0.450
O  -2.139  0.225  -2.353  -0.594
C  -2.754  -0.176  -1.395  0.234
O  -2.302  -0.326  -0.158  0.462
C  -4.202  -0.561  -1.507  0.102
C  -4.827  -1.262  -0.485  -0.486
C  -6.155  -1.599  -0.627  -0.323
C  -6.895  -1.263  -1.738  -0.531
C  -6.242  -0.557  -2.727  -0.357
C  -4.914  -0.201  -2.642  -0.467
N  -7.012  -0.164  -3.936  1.090
O  -8.142  -0.586  -4.034  -0.614
O  -6.453  0.550  -4.738  -0.610
N  -6.818  -2.351  0.472  1.126
O  -7.975  -2.661  0.315  -0.624
O  -6.148  -2.602  1.453  -0.627
H  -4.285  -1.544  0.404  0.544
H  -7.936  -1.535  -1.835  0.625
H  -4.429  0.342  -3.441  0.731
C  1.508  5.432  -2.982  -1.044
Si  -0.015  4.644  -2.283  0.151
C  -1.008  3.800  -3.602  -0.902
C  -1.007  5.922  -1.369  -0.720
C  0.539  3.341  -1.033  1.342
Te  -1.110  2.282  -0.220  -0.923
C  -1.306  3.407  1.581  -0.315
Si  -3.117  3.796  1.989  0.189
C  -3.860  2.204  2.593  -0.346
C  -3.113  5.117  3.284  -1.213
C  -4.126  4.347  0.524  -1.044
H  1.239  6.201  -3.713  0.449
H  2.146  4.703  -3.490  0.264
H  2.098  5.916  -2.198  0.313
H  -1.140  4.443  -4.476  0.460
H  -1.999  3.514  -3.240  0.218
H  -0.510  2.881  -3.928  0.267
H  -1.508  6.602  -2.064  0.450
H  -0.358  6.527  -0.728  0.275
H  -1.783  5.471  -0.739  -0.104
H  1.063  3.774  -0.181  -0.001
H  1.172  2.586  -1.502  -1.090
H  -0.713  4.313  1.435  0.766
H  -0.885  2.817  2.395  -0.180
H  -3.351  1.839  3.490  0.228
H  -3.781  1.437  1.812  -0.304
H  -4.919  2.333  2.828  0.518
H  -2.510  4.837  4.153  0.325
H  -4.128  5.327  3.636  0.340
H  -2.708  6.047  2.876  0.330
H  -3.815  3.877  -0.411  0.236
H  -4.097  5.430  0.382  0.329
H  -5.168  4.067  0.701  0.473
C  2.172  3.422  3.325  -1.076
S  1.452  1.826  3.056  0.929
C  2.869  0.847  3.483  -0.415
O  1.305  1.730  1.541  -0.619
H  2.219  3.605  4.400  0.431
H  1.515  4.154  2.858  0.262
H  3.165  3.460  2.877  0.309
H  3.114  1.015  4.534  0.685
H  3.702  1.118  2.831  0.134
H  2.586  -0.191  3.318  -0.294

Output
HOMO level (alpha / beta): -9.4248 / -9.4256 eV
net charge: +1
molar mass: 1489.893 g mol⁻¹
electronic energy: -136219.9748 eV

---

Question: The lowest molar mass belongs to which entry?
Answer: C2H6N2O

---

Question: What is the molar mass in the first record?
Answer: 88.106 g mol⁻¹

---

Question: Which of these has the highest electronic energy?
Answer: C2H6N2O